This record from the OMol25 dataset describes a molecular structure, C6H7NO. The level of theory is ωB97M-V/def2-TZVPD.

The geometry in XYZ format:
```
15
Properties=species:S:1:pos:R:3:forces:R:3:nbo_charge:R:1
C -0.6629 0.5158 -0.8857 0.922 -4.234 0.825 -0.10
C 0.0570 1.0749 0.2672 0.497 9.615 -0.199 0.03
C 1.6085 -0.3893 -0.1269 1.252 2.010 0.459 0.05
C 0.3572 -0.6350 -0.9149 1.120 -0.228 1.825 -0.25
C 0.4331 -1.0501 0.6005 -1.173 2.257 -1.112 -0.27
C -0.6222 0.0946 1.0771 -0.425 -4.911 0.931 -0.10
H -2.5249 0.4355 0.0161 -1.525 1.700 0.494 0.34
H -0.8860 0.9057 -1.7979 -0.550 1.628 -2.338 0.21
H 0.0662 2.2783 0.3112 -1.499 -2.409 0.713 0.22
H 2.8033 -0.4778 -0.2279 -3.200 -0.896 0.006 0.25
H 0.3514 -1.4578 -1.4670 -0.445 -3.014 -3.050 0.22
H 0.1478 -2.0040 0.9578 0.584 -1.034 -0.038 0.24
H -0.7899 -0.1508 2.1706 -0.322 1.378 -1.288 0.24
N -1.7784 -0.1729 -0.1247 4.222 -0.051 1.967 -0.58
O 1.4398 1.0329 0.1446 0.542 -1.812 0.806 -0.50
```
Positions in Å, forces in eV/Å.

## Properties
ΔE to the lowest compared entry with this formula, charge and spin	5.351	eV
orbital gap	0.3867	hartree
multiplicity	1
energy	-9867.307	eV
HOMO level	-9.468	eV